26
Properties=species:S:1:pos:R:3 method="wB97M-V/def2-TZVPD" multiplicity=1 homo_lumo_gap_ha=0.3643 homo_ev=-8.9 smiles=Cc1ccccc1.CCC molar_mass_da=136.24 de_lowest_kcal_mol=34.4 fmax_ev_per_a=2.7
C -0.907 1.655 -0.073
C -0.868 2.679 2.122
C 0.753 -2.431 -1.884
C 1.248 -3.024 0.582
C 0.499 2.805 2.050
C 1.252 2.416 0.892
C -1.560 2.189 1.009
C 0.074 -2.810 -0.508
C 0.490 1.912 -0.120
C -1.676 1.185 -1.276
H -0.566 -1.971 -0.234
H 1.062 -2.467 1.508
H -2.583 0.632 -1.032
H -0.459 -3.769 -0.478
H 2.136 -2.572 0.132
H -1.215 0.740 -2.152
H 1.025 3.239 2.873
H 0.545 -3.182 -2.619
H -2.622 1.986 1.079
H 2.331 2.318 0.845
H 0.353 -1.424 -2.078
H -2.296 2.008 -1.639
H 1.856 -2.417 -1.850
H -1.300 3.017 3.047
H 1.042 1.383 -0.897
H 1.389 -4.096 0.700


15
Properties=species:S:1:pos:R:3 method="wB97M-V/def2-TZVPD" multiplicity=1 homo_lumo_gap_ha=0.3447 homo_ev=-8.5 smiles=Cc1cn(C)cn1 molar_mass_da=96.13 de_lowest_kcal_mol=2.3 fmax_ev_per_a=0.3
N 0.584 0.709 0.499
N -1.541 0.045 0.475
C -0.780 -0.847 -0.248
C 0.534 -0.465 -0.231
C 1.664 1.672 0.602
C -0.695 0.952 0.891
C -1.389 -1.973 -1.024
H 2.538 1.261 1.115
H -1.954 -1.573 -1.874
H -0.938 1.823 1.490
H 1.963 2.027 -0.390
H -2.081 -2.569 -0.421
H -0.614 -2.635 -1.425
H 1.407 -0.959 -0.633
H 1.302 2.532 1.172


115
Properties=species:S:1:pos:R:3 method="wB97M-V/def2-TZVPD" multiplicity=2 homo_lumo_gap_ha="0.1718 / 0.1621" charge=+1 homo_ev="-9.0 / -9.0" molar_mass_da=909.02 fmax_ev_per_a=3.2
Tc -1.252 1.067 -0.929
S 2.752 6.920 2.314
S -1.229 0.535 1.945
S 0.881 0.453 -0.386
Si 2.483 -2.728 1.672
O 1.415 -3.848 1.910
O 1.964 8.066 2.703
O 2.833 -1.768 2.854
O 3.242 6.072 3.388
O 3.328 -2.659 0.366
O 3.658 7.102 1.200
N -3.935 1.141 -2.295
N -2.618 -0.912 -2.637
N -1.849 -0.828 -1.532
N -0.981 1.532 -2.938
N -3.339 1.545 -1.161
N -1.042 3.333 -0.630
N -1.951 1.170 -3.801
C -0.161 1.779 2.721
C 3.547 -0.200 4.473
C -2.550 0.532 3.213
C 3.757 0.302 2.009
C 0.667 -4.375 3.041
C 1.665 -4.915 4.057
C 1.240 2.717 -3.075
C -0.207 -5.480 2.455
C 2.038 4.736 0.878
C 2.226 -3.091 -1.730
C -5.494 2.104 -1.075
C -3.984 2.718 0.934
C -2.890 -2.199 -2.913
C 5.208 -1.466 3.066
C 3.805 -4.760 -0.700
C 4.676 -2.544 -1.559
C -0.184 4.122 0.217
C -0.034 2.186 -3.633
C -4.267 2.132 -0.405
C -3.711 -2.644 -4.064
C 1.187 3.881 0.204
C -6.178 1.167 -3.389
C -2.462 1.301 -6.245
C 0.152 5.999 1.681
C -5.241 1.466 -2.278
C -1.637 1.575 -5.043
C -1.642 -2.071 -1.090
C -0.706 5.157 0.984
C -0.421 2.232 -4.972
C -0.161 -3.254 3.651
C 3.861 -0.758 3.092
C -0.896 -2.391 0.150
C -2.277 -2.971 -1.943
C 1.506 5.795 1.572
C 3.502 -3.285 -0.930
B -3.157 0.343 -3.342
H 0.403 -6.210 1.928
H -3.303 -2.269 -5.000
H 2.959 -5.239 -0.211
H 5.255 -2.217 3.852
H -1.970 1.712 -7.121
H -0.775 3.533 -1.596
H 4.247 0.593 4.715
H 2.730 0.644 1.908
H -0.723 -3.636 4.497
H -2.911 1.539 3.389
H -6.256 0.092 -3.545
H -6.430 2.495 -0.728
H 4.072 -0.106 1.054
H 4.444 -1.486 -1.640
H -2.279 -4.037 -1.866
H 5.353 -1.949 2.103
H 0.637 1.997 2.020
H -5.839 1.615 -4.322
H 1.402 -3.616 -1.254
H -1.775 5.334 1.022
H -4.729 -2.273 -3.973
H 6.009 -0.750 3.219
H -0.927 -5.062 1.756
H 1.139 -5.380 4.885
H -0.751 -5.984 3.248
H 0.239 1.361 3.639
H 1.608 2.058 -2.291
H 1.577 3.030 -0.331
H -3.736 -3.728 -4.091
H -2.983 2.450 1.266
H 0.492 -2.455 3.993
H -4.713 2.355 1.659
H 2.360 -3.484 -2.733
H -4.069 3.806 0.907
H 2.265 -4.097 4.449
H 4.880 -2.933 -2.551
H -3.357 -0.100 2.859
H -2.136 0.129 4.133
H 1.982 2.773 -3.867
H -3.843 0.067 -4.253
H -0.700 -3.459 0.194
H 0.044 -1.839 0.186
H 2.539 0.205 4.496
H -0.855 -2.853 2.921
H -1.492 -2.094 1.013
H -3.453 1.744 -6.163
H 0.119 2.679 -5.781
H -0.724 2.682 2.937
H 3.987 -5.259 -1.648
H -2.587 0.229 -6.382
H 3.628 -0.980 5.225
H -0.215 6.825 2.266
H 1.129 3.723 -2.668
H 1.977 -2.035 -1.794
H 5.568 -2.661 -0.949
H 3.107 4.620 0.847
H -7.162 1.560 -3.152
H 4.387 1.151 2.259
H 4.686 -4.871 -0.073
H -1.995 3.676 -0.518
H 2.321 -5.650 3.597


7
Properties=species:S:1:pos:R:3 method="wB97M-V/def2-TZVPD" multiplicity=5 homo_lumo_gap_ha="0.3159 / 0.2526" charge=+1 homo_ev="-14.7 / -15.0" molar_mass_da=268.24 de_lowest_kcal_mol=0.0 fmax_ev_per_a=5.5
Ir -0.576 -1.804 -1.255
F 0.737 -0.605 -0.568
O -2.124 -2.055 -0.535
O 0.084 2.672 0.048
C 0.314 1.561 0.271
C 0.610 0.298 0.538
H 0.956 -0.066 1.500


16
Properties=species:S:1:pos:R:3 method="wB97M-V/def2-TZVPD" multiplicity=1 homo_lumo_gap_ha=0.3835 homo_ev=-9.3 smiles=C[C@H]1N[C@H]1[C@H]1CO1 molar_mass_da=99.13 de_lowest_kcal_mol=67.0 fmax_ev_per_a=0.3
O -0.150 0.768 1.533
N 0.676 -1.488 -0.029
C -1.391 0.168 1.891
C -0.550 -0.779 -0.377
C -1.021 0.357 0.487
C 1.410 0.725 -1.199
C 0.676 -0.598 -1.191
H 0.884 1.444 -1.839
H 0.723 -1.142 -2.135
H -1.354 -1.410 -0.759
H -1.482 1.189 -0.048
H -2.108 0.844 2.354
H 1.477 1.156 -0.195
H 1.103 -1.016 0.768
H -1.317 -0.824 2.335
H 2.424 0.607 -1.596


14
Properties=species:S:1:pos:R:3 method="wB97M-V/def2-TZVPD" multiplicity=1 homo_lumo_gap_ha=0.3448 homo_ev=-8.9 smiles="C=NC=O.C=CO" molar_mass_da=101.10 de_lowest_kcal_mol=56.2 fmax_ev_per_a=0.5
O -1.521 -0.817 -1.112
O -0.677 1.745 -0.068
N 0.676 -0.549 -1.723
C -0.486 0.302 1.840
C 1.491 -0.549 -0.757
C -0.532 -1.218 -1.695
C -0.193 1.403 1.143
H -1.207 -0.424 1.472
H 0.509 2.150 1.511
H 1.342 -1.126 0.160
H -1.193 0.993 -0.417
H -0.559 -2.112 -2.340
H -0.035 0.133 2.811
H 2.387 0.068 -0.825